288
Properties=species:S:1:pos:R:3:forces:R:3 method="wB97M-V/def2-TZVPD" relative_energy_ev=2.871 orbital_gap_ev=8.507 molar_mass_g_mol=1645.3
O -31.3947 -13.0415 17.1066 0.1 0.1 0.6
O -22.2895 -15.3839 18.5545 -0.9 -1.0 0.2
O -26.9088 -20.8507 21.0574 -1.5 0.7 0.3
O -30.3825 -16.8649 25.5218 0.5 0.3 0.0
O -27.0298 -16.2907 13.7003 -0.6 0.7 0.7
O -31.6666 -20.0578 14.4132 0.2 1.0 -0.3
O -29.5216 -24.4458 14.9904 0.1 -1.0 -0.4
O -15.4522 -24.3224 24.1471 0.3 -0.5 1.1
O -26.5730 -16.5631 22.6076 0.5 0.5 -0.6
O -25.1679 -24.5316 23.7926 -1.6 1.0 -1.6
O -33.2645 -18.5689 19.5376 -1.0 -0.6 -0.4
O -33.9970 -18.6880 27.6686 0.9 -1.2 1.4
O -26.6967 -16.9683 28.6411 -0.7 -1.5 -0.9
O -26.4675 -11.3068 19.6556 0.3 0.7 -0.4
O -34.2787 -8.1969 18.9542 1.1 -0.1 0.9
O -24.6131 -21.0753 26.6194 0.3 0.3 -0.2
O -21.1372 -21.1947 24.5313 -0.4 -0.8 -0.4
O -27.5580 -15.5041 18.6810 0.0 -0.2 -1.0
O -23.0630 -18.2127 22.7888 1.2 0.4 0.0
O -29.4860 -24.6760 19.5913 -0.1 0.0 1.1
O -28.9811 -13.3018 11.0526 0.8 0.4 -0.3
O -29.6691 -21.4173 24.0970 0.5 0.6 0.7
O -30.7844 -13.6098 21.9963 0.5 -1.1 0.5
O -26.5964 -19.9875 16.2532 -1.1 0.3 0.2
O -27.9684 -12.4116 15.3687 1.6 0.4 -0.5
N -32.2869 -10.5035 20.9812 -0.3 -0.5 1.0
N -25.0304 -14.9190 23.0744 -0.5 0.0 -1.1
N -30.5238 -23.1251 21.9656 -1.0 0.7 -0.4
N -26.0543 -20.3625 18.4171 -2.9 -0.2 0.6
N -28.3441 -20.5178 17.6638 0.5 0.9 -1.3
N -23.4357 -25.9478 24.2113 -0.7 -0.5 -2.1
N -26.9020 -19.0964 26.7938 3.1 -2.0 2.1
N -23.8289 -24.1443 25.6011 -0.3 0.3 -0.7
N -25.5755 -11.9775 16.9808 -1.2 -0.1 0.7
N -17.8427 -22.8055 25.0690 -0.4 -0.5 0.6
N -23.3035 -18.0343 19.0089 -0.9 0.9 0.6
N -26.8214 -14.8775 11.2836 0.0 0.4 -0.2
N -31.5367 -17.8068 27.9141 -1.0 1.2 -0.7
N -32.5008 -16.4878 17.9371 0.6 1.5 0.0
N -30.5305 -21.9562 15.9384 -1.4 -1.2 -1.3
N -26.1512 -14.8935 21.0392 0.5 -0.4 2.0
N -28.0020 -18.2206 20.0758 0.3 -0.5 1.3
C -28.4660 -25.2125 14.4496 0.6 -0.2 -0.3
C -30.9729 -21.2356 23.6126 0.7 1.5 -0.9
C -27.6017 -19.9008 21.8730 0.3 1.2 -0.3
C -25.6735 -11.5324 15.5995 -0.7 -0.3 0.1
C -25.0922 -11.2717 19.2658 -0.7 -1.0 1.4
C -26.7260 -11.2678 21.0451 -0.6 0.2 -0.1
C -31.3837 -22.5287 22.9923 -0.9 -1.3 0.5
C -34.2788 -6.8098 18.6781 0.6 -0.8 0.8
C -33.2508 -10.1302 19.9795 -0.6 2.2 1.0
C -25.0232 -20.1527 25.5887 -0.3 -1.0 0.2
C -33.1749 -8.5621 19.7881 -1.3 -1.4 0.1
C -32.7299 -16.3138 19.3882 -0.1 -1.3 -1.1
C -28.6597 -19.1764 21.0445 0.0 1.7 -1.0
C -30.2185 -25.2860 20.6896 0.9 0.1 -1.1
C -24.1521 -16.8551 18.7008 -1.1 -0.5 0.6
C -30.5286 -23.2245 16.6865 0.5 1.8 2.2
C -26.2688 -15.7478 29.0972 0.3 0.5 0.4
C -21.6981 -14.1734 18.8145 -0.8 2.0 0.5
C -28.2559 -24.0124 20.0686 -2.6 0.9 -1.9
C -25.9914 -16.5514 12.8261 1.6 -0.4 -0.2
C -32.4701 -15.1853 17.2372 0.2 0.2 0.4
C -24.2301 -24.8263 24.4510 1.8 -0.2 2.6
C -23.3600 -18.5437 20.4192 0.8 0.2 -1.2
C -28.1033 -16.7237 18.1392 -0.1 -0.5 0.8
C -21.6007 -22.0252 23.4573 1.6 0.7 -0.6
C -32.1606 -11.9204 21.2289 -1.8 -1.6 -0.9
C -26.6415 -13.5994 10.5854 0.8 -0.3 2.1
C -31.5464 -21.0499 16.5155 1.1 -1.0 -0.3
C -29.4456 -14.0218 21.8810 1.3 1.3 -0.5
C -26.0451 -18.1217 29.0126 1.2 -0.8 1.8
C -29.4433 -20.7622 25.3500 -0.1 -2.0 -0.1
C -25.9536 -15.5641 22.2452 -0.7 0.0 0.4
C -27.2931 -17.2881 14.6610 0.6 -0.6 -1.1
C -27.9745 -13.1653 10.0532 0.1 0.2 0.1
C -25.7108 -15.2247 12.1395 0.1 -1.1 -0.5
C -33.4178 -18.6564 29.0111 -0.1 0.3 -0.2
C -19.3092 -22.6982 25.1179 0.7 1.1 -1.1
C -30.1470 -17.5952 27.8248 -0.3 -1.4 0.5
C -23.5782 -20.4467 27.3769 -1.1 0.2 0.6
C -22.0872 -17.6589 23.6674 -0.1 -0.1 0.2
C -23.5912 -15.5422 19.1438 1.7 -0.1 1.4
C -22.9273 -17.5637 21.5088 -2.1 0.2 0.7
C -26.6392 -19.3286 28.2887 -2.0 2.3 -1.5
C -31.2558 -14.3848 17.6153 1.7 0.8 -1.6
C -27.0172 -20.2297 17.3825 1.8 -0.6 -0.4
C -28.8759 -17.4547 19.2196 -0.1 -0.8 -0.8
C -25.6157 -18.8816 26.0901 -2.7 0.1 -1.5
C -24.9615 -11.0033 17.8322 1.7 1.7 -1.1
C -26.6212 -12.4324 14.8282 -0.8 -0.1 -0.4
C -29.6296 -16.0883 24.5632 -1.7 0.4 0.5
C -27.1325 -14.6492 17.5747 -0.8 -0.8 0.9
C -28.8669 -12.8968 14.3709 -0.5 -0.1 2.3
C -33.0437 -19.8989 19.9594 1.9 1.1 1.0
C -30.8742 -12.2394 21.9014 0.8 1.5 0.2
C -31.4723 -19.7386 15.8052 -3.2 -1.0 -1.1
C -15.2021 -25.6604 23.7244 -1.0 -0.4 1.1
C -31.8401 -18.9444 13.4901 -0.6 -0.7 1.5
C -29.3360 -24.0469 16.3125 0.4 2.1 0.0
C -31.9394 -18.8657 28.7674 -1.2 -0.4 -1.5
C -25.9536 -21.6064 21.7309 1.2 0.8 -0.4
C -17.4091 -24.1667 25.4584 -1.6 -0.2 -0.3
C -19.7440 -21.2593 24.6417 0.5 -2.8 -0.3
C -32.4482 -17.5963 20.1189 -0.7 0.2 1.2
C -35.1939 -18.0143 27.5507 -0.7 1.2 0.6
C -31.0983 -24.3578 21.4690 -1.7 -0.4 1.0
C -15.9367 -24.2327 25.5374 1.6 -1.5 -0.3
C -30.2362 -12.9247 10.5506 0.6 0.2 0.0
C -29.8999 -16.5549 26.8483 0.2 1.7 -1.8
C -30.4942 -12.0975 17.6997 -0.6 -0.2 -0.4
H -17.9081 -24.5211 26.4170 0.5 0.8 -1.1
H -24.1941 -19.8810 24.9317 0.3 -0.3 -0.1
H -31.8109 -19.4295 12.5026 -0.4 0.6 0.3
H -29.8837 -12.4946 18.4766 0.3 -0.8 0.9
H -33.1982 -8.0085 20.7538 -0.2 -0.6 -0.3
H -27.6598 -19.3205 28.6932 0.2 -1.0 0.2
H -25.4945 -14.5370 12.9446 0.0 0.8 0.3
H -22.0417 -16.5686 23.6031 -0.4 0.2 0.1
H -26.1696 -18.3008 30.1261 0.1 0.0 -0.8
H -32.5604 -21.4538 16.4705 -0.2 0.0 -0.1
H -30.6003 -19.2226 15.9654 2.4 1.3 0.3
H -16.0790 -26.3537 23.8032 0.3 0.7 0.1
H -31.6357 -20.9058 24.4673 0.3 -0.4 -1.1
H -31.2852 -20.9878 17.5756 -0.1 0.5 0.0
H -32.6553 -17.4204 21.2360 0.1 -0.5 -1.2
H -26.5334 -12.1120 17.3713 0.8 0.2 -0.7
H -27.3135 -17.3912 17.7770 0.1 0.2 -0.1
H -29.1396 -14.0356 20.8241 -0.1 -0.1 0.0
H -31.7558 -19.8418 28.2714 0.0 0.0 0.6
H -25.9492 -18.4319 25.1449 0.4 0.4 0.0
H -30.1707 -16.1416 23.6218 0.1 -0.2 0.0
H -28.1547 -16.9439 15.1790 -1.3 -0.3 0.0
H -20.6844 -14.2231 18.5157 1.0 0.0 -0.6
H -23.4225 -26.5710 24.9973 0.2 -0.4 0.1
H -29.0231 -20.5991 16.8915 1.0 -0.2 0.3
H -33.7429 -16.0101 19.5860 -0.6 0.3 0.2
H -28.4327 -23.3945 16.4409 -0.4 -0.3 -0.4
H -15.6184 -25.1755 26.1272 -0.2 1.5 -0.9
H -20.9036 -21.8595 22.6283 -0.1 0.0 -0.3
H -29.4967 -25.8294 21.2986 0.2 0.1 0.4
H -25.1206 -16.9827 19.2439 0.4 0.0 -0.6
H -26.4663 -20.1253 19.3146 0.0 -0.4 0.1
H -23.8300 -10.9197 17.6781 -1.3 -0.3 -0.2
H -26.8068 -15.3391 16.7844 0.1 0.7 -0.2
H -30.2452 -11.8595 10.3551 -0.2 0.4 -0.2
H -24.8134 -15.3027 11.5193 0.0 -0.1 0.0
H -31.0344 -11.2623 18.1264 -0.4 0.2 0.0
H -29.5206 -15.0192 24.8155 -0.5 -0.2 0.3
H -31.4196 -17.8969 20.0184 0.7 0.0 0.0
H -28.1204 -26.1044 15.0746 -1.0 0.8 -0.7
H -29.9779 -11.8232 21.3605 -0.8 -0.2 0.0
H -33.3100 -14.5166 17.4795 -0.3 -0.3 -0.2
H -24.3445 -16.7354 17.6305 0.0 -0.7 0.0
H -24.5650 -10.5075 19.8652 0.0 -0.5 -0.2
H -31.4609 -23.7750 16.6385 -0.3 -0.3 -0.4
H -25.8659 -13.6907 9.8384 -0.2 -0.3 -0.8
H -19.2016 -21.1427 23.6830 -0.5 0.5 0.0
H -32.3216 -19.1582 16.1859 0.1 0.4 -0.2
H -31.5203 -23.2656 23.8169 0.0 0.2 -0.2
H -29.7983 -17.3180 28.8281 0.4 0.1 -0.3
H -27.7012 -14.8739 11.8014 0.4 0.1 -0.1
H -27.5689 -24.5857 14.3778 0.0 0.1 -0.1
H -25.2280 -19.8278 18.3376 1.0 0.6 -1.0
H -27.7498 -10.7974 21.1436 1.0 -0.8 0.1
H -26.0212 -10.6429 21.6304 -0.1 -0.2 -0.5
H -17.6958 -24.8835 24.6390 -0.1 0.2 0.8
H -22.2830 -17.9635 24.6968 -0.2 0.0 -0.1
H -28.8125 -16.5394 17.3397 0.0 0.5 -0.3
H -25.8195 -20.6515 25.0077 0.5 -0.1 0.2
H -26.3783 -13.4860 14.7736 0.8 -0.3 0.3
H -24.0117 -19.4980 27.8014 1.1 -0.8 -0.3
H -19.6105 -22.8274 26.1356 -0.3 -0.2 0.7
H -31.3968 -18.7298 29.6623 0.6 -0.4 1.3
H -21.6882 -13.8885 19.8729 -0.1 -0.4 0.3
H -26.2756 -17.3072 12.0655 0.1 0.1 0.4
H -26.6808 -12.3058 21.4088 -0.3 0.3 0.3
H -28.6270 -20.9560 18.4970 0.1 -0.4 1.2
H -30.9019 -20.4246 22.8091 -0.5 -0.7 0.9
H -33.6208 -20.5965 19.3904 -0.4 -0.2 -0.4
H -28.4875 -21.1512 25.6742 0.3 0.4 0.2
H -27.5303 -18.3561 26.6383 -0.6 1.2 0.2
H -28.8995 -12.1624 13.5994 -0.3 0.2 -1.0
H -30.3555 -14.8011 17.1151 -0.3 -0.2 0.3
H -33.3968 -6.5227 18.0989 -0.1 0.2 0.0
H -22.2033 -13.2780 18.3392 0.3 -1.0 -0.1
H -29.5863 -18.1546 18.7327 0.4 0.3 0.1
H -27.7958 -23.6222 19.1347 0.1 -0.4 0.9
H -24.9290 -18.2114 26.5501 0.6 0.6 0.6
H -25.3655 -14.3291 20.8104 0.3 0.4 -0.6
H -30.8417 -11.7324 22.8957 0.0 -0.4 -0.3
H -30.4100 -15.6149 27.1292 0.6 -0.1 0.2
H -33.8428 -19.4034 29.7328 0.0 0.4 -0.9
H -31.5460 -24.9883 22.3131 0.6 0.5 -0.5
H -34.3741 -6.2008 19.5840 0.2 -0.1 0.1
H -26.3336 -14.0005 17.9112 0.2 -0.2 0.0
H -27.7258 -24.7349 20.5993 1.5 -1.1 0.7
H -31.9527 -20.1026 19.8998 -0.4 -0.3 -0.4
H -26.6193 -15.5293 30.1333 0.3 0.1 -0.7
H -30.5418 -13.4605 9.6542 0.2 -0.2 -0.2
H -30.8936 -13.1500 11.3402 -1.2 -0.2 0.8
H -24.9490 -18.0351 28.8906 -0.2 0.2 -0.3
H -27.4262 -17.5857 20.6434 -0.3 -0.3 -0.1
H -26.6831 -15.2791 20.2760 -0.3 -0.3 -0.3
H -24.6862 -12.2940 19.3781 0.3 0.2 0.6
H -24.6712 -11.5481 15.1819 0.1 -0.2 -0.3
H -15.5079 -23.3239 25.9958 -0.1 -0.5 -0.3
H -32.9793 -12.4205 21.8603 0.8 1.3 -0.5
H -25.1699 -20.9397 22.1551 -0.3 -0.4 0.1
H -24.7626 -15.3879 23.9518 -0.3 0.9 -0.9
H -23.6804 -16.7440 21.5561 0.8 -0.2 -0.1
H -25.4983 -22.1900 20.9549 0.5 -0.5 -0.3
H -26.0460 -20.2079 28.4811 -0.2 -0.4 -0.1
H -19.8004 -23.4763 24.4945 0.1 0.4 0.2
H -32.2546 -8.3063 19.3158 1.0 0.3 -0.6
H -26.1069 -12.8500 11.2672 -1.2 -0.3 -0.4
H -28.7309 -13.2618 22.3436 -0.8 -1.1 0.0
H -31.0633 -18.1873 13.5550 0.5 -0.1 0.1
H -22.3723 -17.6950 18.8533 0.7 -0.2 -0.3
H -26.5670 -17.3310 15.4610 0.9 -0.2 -0.1
H -28.7681 -25.4732 13.4033 0.3 -0.2 1.1
H -23.8343 -26.3719 23.3331 0.7 0.1 1.5
H -30.8270 -22.2430 14.9546 0.7 1.0 1.5
H -28.1321 -20.3707 22.6911 0.2 -0.3 0.4
H -22.8813 -24.3123 25.9134 -0.2 0.2 -0.2
H -33.2192 -19.9749 21.0309 -0.6 -0.2 0.3
H -32.0061 -24.1469 20.8804 0.4 0.3 -0.1
H -29.4202 -18.5721 21.6399 0.9 -1.0 0.0
H -21.0764 -17.9796 23.4263 0.2 -0.4 -0.2
H -32.0122 -17.7485 27.0074 0.3 -0.4 0.7
H -25.0602 -16.9148 13.3896 -1.1 0.4 -0.7
H -28.6138 -13.9028 14.0403 0.2 0.0 -0.3
H -19.4296 -20.5254 25.3326 0.4 0.8 0.8
H -22.5299 -21.6631 23.1666 -1.8 0.8 -0.4
H -28.6329 -16.4198 24.4771 1.3 -0.9 -0.3
H -33.2579 -16.9806 17.5126 -0.4 -0.7 0.1
H -31.0066 -14.3217 18.6523 -0.2 -0.2 1.0
H -26.6347 -12.1224 13.7720 -0.1 0.3 0.1
H -31.3671 -10.1692 20.7610 0.3 0.4 -0.3
H -34.2907 -10.2853 20.3457 0.7 -0.4 -0.3
H -26.3290 -22.2845 22.4646 -0.6 -0.3 0.8
H -26.7206 -15.1800 28.3252 -0.6 1.8 0.0
H -28.8407 -16.4628 26.6997 0.8 0.7 0.5
H -29.7716 -11.7174 17.0044 0.2 0.2 -0.9
H -24.8940 -13.9345 22.7970 0.4 -1.0 1.2
H -24.1305 -23.1693 25.6124 0.0 -0.3 0.4
H -26.8636 -19.1226 22.2253 -0.6 -0.7 0.1
H -27.8502 -12.1382 9.6851 -0.5 0.0 0.0
H -33.4978 -17.6341 29.4730 -0.3 -0.8 -0.5
H -24.3772 -18.9560 20.6043 0.8 0.2 0.1
H -29.2184 -19.9060 20.4506 -0.1 0.0 0.1
H -17.4849 -22.5991 24.1325 -0.2 -0.2 0.3
H -28.3068 -13.8214 9.2597 0.3 -0.1 -0.7
H -29.6273 -23.3436 22.3181 1.0 0.1 0.9
H -29.4730 -19.6872 25.3478 0.0 0.6 -0.3
H -27.9948 -14.0227 17.2952 0.4 -0.3 -0.3
H -21.9182 -17.1425 21.3888 -0.2 -0.3 -0.3
H -32.0639 -15.5958 19.7822 0.7 1.0 0.3
H -24.1572 -14.6722 18.9063 -1.0 0.6 -0.7
H -14.3973 -26.1602 24.2574 0.3 0.2 0.5
H -14.9136 -25.6512 22.7117 0.2 0.3 -1.3
H -22.5730 -19.3095 20.4028 -0.6 -0.4 0.3
H -29.2934 -15.0067 22.2738 0.0 -0.3 0.3
H -30.1936 -21.1809 26.0344 0.0 0.4 0.2
H -30.4585 -22.9006 17.7935 0.2 -0.8 -1.4
H -25.3444 -9.9972 17.6124 -0.1 0.2 0.0
H -29.6423 -18.5157 27.4992 0.4 -0.2 0.1
H -29.4839 -16.6903 19.6773 -0.5 0.4 0.8
H -28.5502 -23.1865 20.7179 0.4 0.1 -0.2
H -26.0452 -10.4914 15.4652 0.1 -0.3 0.4
H -32.3853 -22.3816 22.5845 -0.1 -0.1 -0.3
H -29.7846 -12.9549 14.9758 -0.3 0.0 -0.8
H -22.7424 -20.3081 26.7198 0.7 0.6 -0.3
H -29.2301 -24.8104 17.0231 0.1 -1.8 0.8
H -27.3279 -18.2623 14.1146 -0.5 0.4 1.0
H -25.1963 -15.5436 28.9748 0.1 -0.5 0.4
H -35.7818 -18.3251 26.7040 0.0 -0.7 -0.4
H -23.5376 -15.5584 20.2635 0.5 0.3 -0.9
H -34.9774 -16.9589 27.3500 -0.2 0.2 0.4
H -32.4035 -15.3258 16.1468 -0.4 -0.2 0.4
H -35.8159 -18.1321 28.4577 0.1 0.2 -0.3
H -32.7778 -18.3970 13.7824 0.4 -0.6 -0.8
H -21.6866 -23.1042 23.5144 0.2 -0.3 1.1
H -32.2692 -12.5547 20.2784 0.5 0.8 0.7
H -33.0720 -10.6715 19.0648 -0.3 -0.1 -0.7
H -35.1753 -6.7396 18.1525 -1.3 0.9 -1.3
H -23.2423 -21.0714 28.2132 -0.4 -0.1 -0.2
H -30.8921 -26.0603 20.2981 0.3 0.2 -0.3